The following is a quantum chemistry calculation of a molecular structure, H2N3P3 at a distorted geometry, from OMol25.

Structure (XYZ):
```
8
Properties=species:S:1:pos:R:3:nbo_charge:R:1
N 2.596 0.067 0.865 -1.1894
N -2.758 -0.457 -0.598 -1.1320
N 0.519 0.372 -0.426 -1.3358
P 2.154 0.225 -0.630 1.2319
P -2.183 0.724 0.215 0.7632
P -0.331 -0.508 0.545 0.8929
H 3.486 0.063 1.280 0.3833
H -3.485 -0.486 -1.251 0.3861
```

As for the spin multiplicity: 1. As for the total charge: 0. The calculation puts the energy relative to the best compared isomer or geometry (same formula, charge and spin) at 228.62 kJ/mol. As for the orbital gap: 0.27424 Eh.